ORCA calculation (ωB97M-V/def2-TZVPD) on a cluster of 6 separate species, C56H132N3O7P2S in total at a distorted geometry.

Last column: Löwdin charge in e.
Element x y z (Å)
S -0.129 -0.435 -0.010  0.217
O -0.763 -1.533 -0.742  -0.379
O 0.111 -0.888 1.378  -0.423
O 1.170 -0.087 -0.651  -0.397
O -0.949 0.789 -0.032  -0.402
C 1.283 2.900 -5.233  -0.090
C -0.217 2.862 -4.890  -0.231
C -0.553 3.500 -3.536  -0.239
C 0.080 2.832 -2.307  -0.238
P 0.161 3.767 -0.732  1.058
C 0.508 5.497 -1.157  -0.269
C 0.791 6.361 0.098  -0.239
C 1.151 7.763 -0.375  -0.249
C 1.683 8.585 0.830  -0.095
C -1.493 3.849 0.061  -0.275
C -2.651 4.078 -0.881  -0.238
C -3.983 3.941 -0.125  -0.244
C -5.224 4.097 -1.016  -0.079
C 1.386 3.082 0.452  -0.249
C 2.827 3.347 0.100  -0.234
C 3.782 2.432 0.904  -0.234
C 5.165 2.364 0.265  -0.088
H 1.962 3.052 -4.393  0.065
H 1.457 3.720 -5.932  0.085
H 1.640 1.994 -5.724  0.056
H -0.453 1.792 -4.869  0.069
H -0.848 3.246 -5.689  0.117
H -1.648 3.399 -3.506  0.087
H -0.561 4.593 -3.534  0.109
H 1.150 2.724 -2.513  0.077
H -0.423 1.881 -2.131  0.074
H -0.335 5.812 -1.775  0.088
H 1.367 5.494 -1.833  0.108
H 1.683 5.923 0.557  0.093
H 0.021 6.255 0.860  0.106
H 0.289 8.301 -0.772  0.115
H 1.934 7.772 -1.133  0.113
H 2.632 8.202 1.197  0.075
H 0.954 8.437 1.635  0.071
H 1.667 9.662 0.684  0.078
H -1.465 4.625 0.829  0.096
H -1.468 2.851 0.520  0.050
H -2.598 3.352 -1.694  0.079
H -2.602 5.069 -1.337  0.124
H -3.984 4.710 0.654  0.114
H -4.028 2.986 0.407  0.095
H -6.135 3.976 -0.437  0.079
H -5.220 3.294 -1.758  0.044
H -5.204 4.991 -1.639  0.085
H 1.201 2.003 0.335  0.062
H 1.039 3.384 1.441  0.101
H 3.099 4.353 0.434  0.106
H 3.109 3.340 -0.956  0.113
H 3.375 1.446 1.120  0.071
H 3.943 2.966 1.847  0.116
H 5.674 3.325 0.184  0.088
H 5.066 2.103 -0.801  0.076
H 5.824 1.568 0.610  0.045
C 6.344 -1.098 0.859  -0.078
C 4.817 -1.065 1.010  -0.259
C 4.361 -0.788 2.446  -0.215
C 2.813 -0.810 2.527  -0.248
P 2.077 -2.480 2.641  1.083
C 3.122 -3.607 3.608  -0.274
C 3.635 -3.146 5.015  -0.232
C 4.536 -4.192 5.691  -0.265
C 3.923 -5.565 5.752  -0.109
C 1.903 -3.383 1.040  -0.235
C 1.286 -4.782 1.093  -0.218
C 0.725 -5.147 -0.283  -0.256
C 0.254 -6.614 -0.364  -0.093
C 0.552 -2.450 3.715  -0.261
C -0.332 -3.670 3.810  -0.241
C -1.465 -3.719 2.788  -0.274
C -2.242 -5.044 2.762  -0.082
H 6.507 -1.292 -0.206  0.075
H 6.901 -1.772 1.505  0.084
H 6.842 -0.132 0.987  0.062
H 4.427 -2.054 0.745  0.075
H 4.290 -0.400 0.323  0.093
H 4.678 0.217 2.729  0.116
H 4.707 -1.516 3.173  0.081
H 2.368 -0.461 1.587  0.051
H 2.360 -0.177 3.291  0.095
H 4.046 -3.834 3.066  0.107
H 2.567 -4.544 3.675  0.081
H 2.788 -2.988 5.690  0.102
H 4.181 -2.209 4.923  0.092
H 4.876 -3.870 6.675  0.117
H 5.437 -4.188 5.063  0.113
H 3.874 -6.080 4.796  0.073
H 2.976 -5.542 6.297  0.084
H 4.582 -6.153 6.398  0.084
H 2.917 -3.429 0.640  0.078
H 1.303 -2.650 0.495  0.055
H 0.434 -4.885 1.762  0.073
H 2.044 -5.515 1.368  0.125
H 1.453 -4.994 -1.087  0.095
H -0.184 -4.611 -0.569  0.105
H -0.294 -6.835 -1.277  0.074
H -0.414 -6.759 0.492  0.065
H 1.034 -7.367 -0.239  0.079
H 0.011 -1.552 3.422  0.032
H 0.934 -2.139 4.694  0.087
H -0.870 -3.635 4.767  0.118
H 0.149 -4.645 3.919  0.115
H -1.129 -3.455 1.778  0.096
H -2.212 -2.949 3.018  0.096
H -2.676 -5.169 3.758  0.081
H -1.596 -5.903 2.582  0.067
H -3.065 -4.997 2.053  0.076
C 3.882 -0.159 -4.877  -0.034
C 2.961 -1.358 -5.026  -0.155
N 2.107 -1.662 -3.827  -0.210
C 1.196 -0.450 -3.628  0.004
C 1.197 -2.885 -3.924  -0.126
C 0.171 -2.795 -5.043  -0.038
C 2.873 -1.818 -2.533  -0.098
C 3.889 -2.965 -2.497  -0.210
O 4.895 -2.675 -3.428  -0.203
C 5.667 -3.831 -3.758  -0.061
H 4.346 -0.147 -3.889  0.078
H 3.334 0.772 -5.018  0.055
H 4.752 -0.193 -5.528  0.103
H 3.537 -2.253 -5.255  0.130
H 2.312 -1.267 -5.896  0.121
H 0.466 -0.748 -2.878  0.066
H 0.669 -0.321 -4.570  0.095
H 1.738 0.393 -3.218  0.099
H 0.618 -2.811 -3.003  0.120
H 1.803 -3.785 -3.957  0.131
H 0.609 -2.392 -5.958  0.082
H -0.582 -2.046 -4.793  0.045
H -0.371 -3.724 -5.193  0.099
H 2.163 -2.011 -1.725  0.108
H 3.350 -0.924 -2.137  0.129
H 3.426 -3.955 -2.621  0.115
H 4.348 -3.063 -1.501  0.125
H 4.981 -4.600 -4.128  0.092
H 6.162 -4.272 -2.890  0.096
H 6.398 -3.626 -4.533  0.099
C -1.427 -0.411 5.635  -0.031
C -2.263 0.835 5.315  -0.136
N -2.050 1.364 3.902  -0.242
C -2.685 2.726 3.790  0.044
C -0.568 1.508 3.572  -0.163
C 0.202 2.329 4.596  -0.042
C -2.609 0.369 2.902  -0.072
C -4.026 -0.101 3.135  -0.221
O -4.903 0.986 3.253  -0.213
C -6.276 0.644 3.341  -0.062
H -0.387 -0.160 5.439  0.066
H -1.664 -1.323 5.082  0.068
H -1.536 -0.760 6.661  0.105
H -2.053 1.619 6.039  0.127
H -3.338 0.705 5.426  0.127
H -3.707 2.725 4.156  0.109
H -2.552 3.068 2.770  0.095
H -2.151 3.323 4.529  0.105
H -0.561 1.872 2.543  0.108
H -0.208 0.488 3.455  0.082
H 1.282 2.163 4.555  0.088
H -0.064 2.180 5.639  0.083
H 0.141 3.389 4.342  0.084
H -1.912 -0.463 2.833  0.109
H -2.627 0.979 1.997  0.121
H -4.167 -0.769 3.996  0.132
H -4.271 -0.768 2.296  0.132
H -6.456 0.109 4.276  0.101
H -6.559 -0.021 2.515  0.086
H -6.847 1.560 3.220  0.099
C -3.675 -2.679 -2.798  -0.040
C -4.416 -1.508 -3.390  -0.144
N -3.781 -0.176 -3.080  -0.228
C -2.351 -0.214 -3.541  -0.004
C -4.489 0.935 -3.872  -0.140
C -4.264 0.982 -5.375  -0.039
C -3.891 0.198 -1.631  -0.091
C -5.265 0.166 -0.996  -0.217
O -6.198 1.058 -1.520  -0.209
C -7.482 0.955 -0.931  -0.061
H -4.046 -3.675 -3.034  0.099
H -3.675 -2.683 -1.701  0.089
H -2.604 -2.692 -3.002  0.066
H -5.471 -1.477 -3.121  0.135
H -4.420 -1.553 -4.480  0.128
H -1.748 -0.797 -2.852  0.073
H -2.011 0.799 -3.752  0.083
H -2.311 -0.591 -4.565  0.105
H -4.223 1.874 -3.391  0.119
H -5.523 0.762 -3.578  0.124
H -4.595 0.125 -5.957  0.089
H -3.234 1.248 -5.618  0.071
H -4.847 1.828 -5.744  0.102
H -3.459 1.185 -1.437  0.123
H -3.232 -0.401 -0.995  0.123
H -5.124 0.287 0.087  0.128
H -5.636 -0.866 -1.107  0.126
H -7.697 -0.089 -0.671  0.094
H -8.248 1.252 -1.640  0.102
H -7.547 1.495 0.017  0.090

Calculated values
HOMO-LUMO gap: 9.59 eV
Calculated total energy: -3983.87428 Ha
Net charge: +3
Largest force on an atom: 2.1 eV/A
LUMO energy: -5.02 eV